Entry 1:
{"formula": "C35H20O7", "method": "ωB97M-V/def2-TZVPD", "de_lowest_kj_mol": 788.9, "species": ["O", "C", "C", "C", "C", "C", "C", "C", "C", "O", "C", "C", "C", "C", "C", "C", "H", "H", "H", "H", "H", "H", "H", "H", "O", "C", "C", "C", "C", "C", "C", "C", "C", "O", "C", "C", "C", "C", "C", "C", "H", "H", "H", "H", "H", "H", "H", "H", "C", "C", "C", "C", "C", "C", "O", "O", "C", "O", "H", "H", "H", "H"], "xyz": [[-2.60059, -3.07772, 0.25115], [-1.81420, -2.47795, 0.97372], [-1.16507, -1.23647, 0.50528], [-1.46852, -0.73244, -0.76617], [-0.88988, 0.46114, -1.20005], [-0.01048, 1.15394, -0.36838], [0.30674, 0.64427, 0.89174], [-0.26691, -0.55656, 1.32696], [0.08827, -1.09726, 2.65414], [0.91895, -0.52865, 3.35332], [-0.57512, -2.32707, 3.13040], [-0.27220, -2.82881, 4.40312], [-0.91918, -3.97172, 4.87539], [-1.86806, -4.61499, 4.08122], [-2.16086, -4.12484, 2.80673], [-1.50883, -2.98098, 2.32789], [-2.15834, -1.26489, -1.41860], [-1.13002, 0.85355, -2.18578], [0.43065, 2.09074, -0.70154], [0.99810, 1.18791, 1.53351], [0.46388, -2.32911, 5.03071], [-0.68560, -4.35748, 5.86536], [-2.37936, -5.50029, 4.45310], [-2.90069, -4.63484, 2.19179], [3.69941, 3.34860, -2.43306], [4.48580, 3.94837, -1.71049], [5.13493, 5.18984, -2.17893], [4.83148, 5.69388, -3.45038], [5.41012, 6.88745, -3.88426], [6.28952, 7.58026, -3.05259], [6.60674, 7.07059, -1.79247], [6.03309, 5.86976, -1.35726], [6.38827, 5.32906, -0.03007], [7.21895, 5.89767, 0.66911], [5.72488, 4.09924, 0.44619], [6.02780, 3.59750, 1.71891], [5.38082, 2.45460, 2.19118], [4.43194, 1.81133, 1.39701], [4.13914, 2.30148, 0.12252], [4.79117, 3.44534, -0.35632], [4.14166, 5.16142, -4.10281], [5.16998, 7.27987, -4.86999], [6.73065, 8.51705, -3.38575], [7.29810, 7.61423, -1.15070], [6.76388, 4.09721, 2.34650], [5.61440, 2.06883, 3.18115], [3.92064, 0.92603, 1.76889], [3.39931, 1.79148, -0.49242], [-6.18479, -7.68291, -2.58993], [-7.06750, -6.56124, -2.59450], [-8.25041, -5.46994, -2.14012], [-7.77984, -4.24455, -1.42578], [-6.26995, -3.75264, -1.00280], [-9.23395, -3.52801, -1.13999], [-9.31438, -2.41729, -0.36141], [-10.30972, -4.30513, -1.79566], [-9.88018, -5.59666, -2.37825], [-10.59864, -6.56933, -2.97627], [-5.51868, -8.65522, -2.40145], [-6.09949, -3.77014, 0.15970], [-5.48796, -4.49303, -1.47240], [-6.06988, -2.68445, -1.49012]], "forces_ev_per_angstrom": [[0.4, 0.3, 0.4], [-0.9, -0.6, -0.8], [0.1, 0.4, -0.5], [0.1, 0.3, -0.1], [-0.1, -0.3, 0.2], [0.0, -0.2, 0.3], [-0.1, 0.1, -0.3], [0.0, 0.4, -0.4], [1.0, 0.7, 0.8], [-0.5, -0.4, -0.4], [-0.1, -0.4, 0.5], [-0.2, -0.3, 0.1], [0.1, 0.3, -0.2], [0.0, 0.2, -0.3], [0.1, -0.1, 0.3], [-0.1, -0.4, 0.5], [0.1, 0.0, 0.3], [0.0, -0.1, 0.2], [-0.1, -0.2, 0.1], [-0.2, -0.3, 0.0], [-0.2, 0.0, -0.3], [0.0, 0.1, -0.2], [0.1, 0.2, -0.1], [0.2, 0.2, 0.0], [0.4, 0.3, 0.4], [-0.9, -0.7, -0.8], [0.1, 0.4, -0.5], [0.1, 0.3, -0.1], [-0.1, -0.3, 0.2], [0.0, -0.2, 0.3], [-0.1, 0.1, -0.3], [0.0, 0.4, -0.5], [1.0, 0.7, 0.9], [-0.5, -0.4, -0.4], [-0.1, -0.4, 0.5], [-0.2, -0.3, 0.1], [0.1, 0.3, -0.2], [0.0, 0.2, -0.3], [0.1, -0.1, 0.3], [-0.1, -0.4, 0.5], [0.1, 0.0, 0.3], [0.0, -0.1, 0.2], [-0.1, -0.2, 0.1], [-0.2, -0.3, 0.0], [-0.2, 0.0, -0.3], [0.0, 0.1, -0.2], [0.1, 0.2, -0.1], [0.2, 0.2, 0.0], [-6.5, 7.5, 0.8], [4.2, -7.5, 1.4], [3.8, 1.0, 0.8], [-3.4, -3.2, -1.9], [-0.4, -0.3, -0.9], [2.2, 4.0, 3.5], [-0.6, -7.8, -5.7], [1.0, -0.6, 0.4], [-0.4, -3.0, -2.0], [4.9, 7.6, 4.6], [-1.7, 2.9, -0.8], [-0.7, 0.3, -2.4], [-1.8, 1.3, 0.8], [-0.6, -2.3, 1.4]], "nbo_charge": [-0.56, 0.60, -0.07, -0.19, -0.19, -0.19, -0.16, -0.17, 0.61, -0.55, -0.18, -0.15, -0.19, -0.19, -0.19, -0.07, 0.24, 0.22, 0.23, 0.24, 0.24, 0.22, 0.22, 0.24, -0.55, 0.59, -0.07, -0.19, -0.19, -0.19, -0.15, -0.16, 0.54, -0.52, -0.16, -0.15, -0.19, -0.20, -0.18, -0.07, 0.24, 0.22, 0.22, 0.24, 0.24, 0.22, 0.23, 0.23, -0.23, -0.08, -0.15, 0.00, -0.66, 0.76, -0.51, -0.52, 0.79, -0.49, 0.30, 0.26, 0.26, 0.26]}

***

Entry 2:
{"formula": "C35H22CrN4O2S3Sb", "method": "ωB97M-V/def2-TZVPD", "total_energy_ev": -114172.7143, "spin_multiplicity": 6, "s_squared": 8.865, "charge": -2, "species": ["Cr", "S", "Sb", "S", "S", "O", "N", "O", "C", "C", "C", "C", "C", "C", "N", "C", "C", "N", "C", "C", "C", "C", "H", "H", "H", "H", "H", "H", "H", "C", "C", "C", "C", "C", "C", "C", "C", "C", "C", "C", "C", "C", "C", "H", "H", "H", "H", "H", "H", "H", "H", "H", "H", "H", "N", "C", "C", "C", "C", "C", "C", "C", "C", "C", "H", "H", "H", "H"], "xyz": [[1.53003, 0.26972, 0.84470], [4.70143, 2.17882, 4.14270], [4.04163, 0.24482, 3.07330], [1.63573, 0.24392, 3.28790], [4.01053, 0.69072, 0.69730], [0.60813, 5.87042, -4.07950], [0.70333, 5.71102, -2.84140], [0.56183, 6.67852, -2.06440], [0.94833, 4.43332, -2.36310], [1.00673, 3.40382, -3.31400], [1.19723, 2.07192, -2.96770], [1.27423, 1.00952, -3.90350], [1.42663, -0.27248, -3.43520], [1.51843, -0.51378, -2.06590], [1.47293, 0.46092, -1.15450], [1.31223, 1.72622, -1.59130], [1.27473, 2.75682, -0.60690], [1.41063, 2.33502, 0.67020], [1.45893, 3.24992, 1.63510], [1.35193, 4.60452, 1.38010], [1.16843, 5.04822, 0.08180], [1.12183, 4.12152, -0.96780], [0.89033, 3.67332, -4.35170], [1.21323, 1.21442, -4.96340], [1.47323, -1.11058, -4.11600], [1.61623, -1.52118, -1.68400], [1.60513, 2.88492, 2.64570], [1.40253, 5.31082, 2.19530], [1.06813, 6.09822, -0.12920], [-5.16797, 1.74842, 2.99920], [-4.87327, 0.66262, 2.19280], [-3.57977, 0.42622, 1.77200], [-2.53797, 1.26622, 2.17340], [-2.85467, 2.37062, 2.97510], [-4.15197, 2.61352, 3.37670], [-1.13927, 1.02772, 1.85390], [-0.56907, 0.28322, 0.89760], [-1.24847, -0.41228, -0.18290], [-1.55887, 0.26502, -1.36920], [-2.05277, -0.41148, -2.46490], [-2.27407, -1.77888, -2.40800], [-1.99827, -2.46128, -1.23290], [-1.49857, -1.78938, -0.13560], [-6.18017, 1.90892, 3.34570], [-5.66657, -0.01448, 1.90390], [-3.36237, -0.42058, 1.13980], [-2.06307, 3.04452, 3.27720], [-4.38137, 3.46732, 4.00120], [-0.47937, 1.55342, 2.54420], [-1.38447, 1.33002, -1.43390], [-2.25547, 0.12812, -3.38040], [-2.66637, -2.29658, -3.27360], [-2.17637, -3.52698, -1.17060], [-1.29347, -2.32368, 0.78010], [1.12533, -9.58288, 0.17690], [1.28003, -8.44408, 0.27820], [1.46573, -7.06678, 0.41910], [2.33383, -6.36738, -0.43480], [2.49953, -5.01278, -0.29640], [1.79553, -4.29918, 0.69450], [0.96223, -5.02018, 1.57390], [0.79303, -6.37148, 1.43770], [1.83553, -2.90118, 0.78260], [1.70763, -1.68478, 0.84030], [2.86683, -6.91328, -1.20400], [3.16343, -4.47638, -0.96240], [0.44053, -4.47848, 2.35080], [0.13993, -6.91468, 2.10840]], "forces_ev_per_angstrom": [[0.4, 0.5, 1.2], [0.3, -0.2, 0.2], [-1.0, 0.9, -0.9], [0.7, -0.2, 0.0], [0.1, -0.5, 0.7], [0.0, 0.1, -0.5], [0.0, -0.3, -0.1], [0.0, 0.4, 0.6], [0.0, -0.3, -0.5], [0.0, 0.4, -0.2], [0.1, -0.3, 0.5], [0.0, -0.2, 0.4], [0.0, 0.3, -0.2], [0.0, -0.2, 0.5], [0.0, 0.1, -1.4], [0.1, -0.4, -0.7], [-0.1, 0.6, 0.4], [0.0, 1.1, 0.0], [0.1, -0.4, 0.2], [-0.1, 0.1, -0.5], [0.1, 0.0, 0.5], [0.0, -0.3, 0.3], [0.0, 0.0, 0.0], [0.0, 0.1, -0.1], [0.0, -0.1, 0.0], [0.0, 0.1, 0.1], [0.0, -0.2, -0.1], [0.0, 0.0, 0.1], [0.0, 0.0, -0.1], [-0.1, 0.1, 0.1], [-0.2, -0.1, 0.0], [0.1, 0.0, 0.0], [-0.5, 0.1, 0.0], [0.0, -0.1, -0.1], [-0.2, 0.0, 0.1], [0.5, -0.1, -0.2], [0.2, 0.3, 0.5], [-0.3, -0.2, -0.3], [0.0, 0.0, 0.2], [-0.1, -0.1, -0.2], [-0.1, 0.0, -0.2], [-0.1, -0.1, -0.1], [0.1, 0.2, 0.1], [-0.1, 0.1, 0.0], [0.0, -0.1, -0.1], [0.0, -0.1, 0.0], [0.1, 0.0, 0.0], [0.0, 0.1, 0.0], [0.0, 0.0, -0.1], [0.0, 0.1, 0.1], [0.0, 0.1, -0.1], [0.0, -0.1, 0.0], [0.0, -0.1, 0.0], [0.2, -0.1, 0.1], [0.0, 0.1, 0.0], [-0.2, -1.5, -0.1], [0.2, 1.4, 0.2], [-0.2, -0.5, 0.2], [0.0, 0.3, 0.1], [-0.2, -0.5, -0.1], [0.1, 0.3, 0.0], [0.1, -0.4, -0.2], [0.0, 0.8, 0.0], [0.1, -1.4, -0.2], [0.0, 0.0, 0.0], [-0.1, 0.1, 0.0], [0.0, 0.1, 0.0], [0.0, 0.0, 0.0]], "nbo_charge": [0.84, -0.72, 1.03, -0.68, -0.70, -0.55, 0.43, -0.54, 0.07, -0.27, -0.09, -0.16, -0.24, 0.03, -0.46, 0.20, 0.24, -0.48, 0.07, -0.26, -0.14, -0.10, 0.24, 0.21, 0.21, 0.22, 0.24, 0.21, 0.26, -0.25, -0.20, -0.23, 0.05, -0.21, -0.22, -0.30, -0.22, -0.09, -0.17, -0.22, -0.26, -0.21, -0.22, 0.19, 0.20, 0.22, 0.21, 0.20, 0.20, 0.21, 0.20, 0.19, 0.20, 0.22, -0.38, 0.31, -0.26, -0.17, -0.16, -0.05, -0.21, -0.14, -0.17, -0.23, 0.21, 0.22, 0.23, 0.21]}

***

Entry 3:
{"formula": "C35H22F12N4O2V", "method": "ωB97M-V/def2-TZVPD", "de_lowest_kj_mol": 133.4, "charge": 1, "species": ["V", "C", "N", "C", "C", "N", "C", "C", "F", "C", "F", "C", "F", "C", "F", "C", "F", "C", "C", "N", "C", "C", "F", "C", "F", "C", "F", "C", "F", "C", "F", "H", "H", "H", "H", "H", "H", "H", "H", "H", "H", "H", "F", "C", "C", "C", "C", "C", "F", "C", "C", "C", "C", "C", "C", "N", "H", "H", "H", "H", "H", "H", "O", "C", "O", "C", "C", "C", "C", "C", "C", "H", "H", "H", "H", "H"], "xyz": [[-0.13793, -0.49795, -0.28050], [-3.08487, -1.96878, 0.07718], [-2.19293, -1.08636, -0.73899], [-1.95993, -1.78104, -2.05289], [-0.57001, -1.58896, -2.69624], [0.50416, -1.45165, -1.68426], [1.78827, -1.98167, -1.87874], [2.31896, -2.46093, -3.07128], [1.62885, -2.38245, -4.21610], [3.58631, -3.01658, -3.12030], [4.05633, -3.47060, -4.27389], [4.36864, -3.08491, -1.98030], [5.58083, -3.61131, -2.03631], [3.88099, -2.57934, -0.78478], [4.62151, -2.60764, 0.31223], [2.61714, -2.03576, -0.76360], [2.14934, -1.50121, 0.37961], [-2.94763, 0.19066, -0.86068], [-2.18900, 1.12922, -1.74396], [-0.78368, 0.89592, -1.44637], [0.16720, 1.67563, -2.13352], [-0.11367, 2.58774, -3.16070], [-1.37229, 2.83178, -3.55582], [0.87370, 3.29530, -3.82515], [0.52814, 4.14074, -4.78717], [2.20909, 3.12853, -3.50910], [3.14960, 3.79904, -4.15684], [2.53433, 2.24017, -2.50400], [3.79963, 2.03771, -2.15834], [1.52853, 1.55561, -1.85480], [1.92195, 0.71826, -0.86014], [-4.04056, -2.04137, -0.44697], [-2.65385, -2.95771, 0.17388], [-3.21560, -1.52402, 1.05842], [-2.09377, -2.84322, -1.86433], [-2.72436, -1.48084, -2.77292], [-0.38876, -2.46509, -3.31611], [-0.54868, -0.71430, -3.34772], [-3.94511, -0.01357, -1.25701], [-3.04914, 0.57335, 0.15468], [-2.40968, 0.93197, -2.79624], [-2.48538, 2.16027, -1.54198], [0.26084, -5.74808, 0.57676], [-0.02294, -4.56912, 1.14573], [-0.16141, -3.46322, 0.33152], [-0.44133, -2.21675, 0.89177], [-0.61481, -2.09437, 2.27978], [-0.45760, -3.25931, 3.03431], [-0.63685, -3.20849, 4.36394], [-0.15760, -4.49974, 2.51260], [-1.04319, -0.84572, 2.98408], [-0.37896, -0.39628, 4.11957], [-0.83185, 0.74678, 4.75461], [-1.93687, 1.40607, 4.24306], [-2.52303, 0.89693, 3.09629], [-2.08931, -0.19565, 2.47026], [-0.03387, -3.62478, -0.72837], [-0.05207, -5.36665, 3.14809], [0.48553, -0.92746, 4.49140], [-0.32584, 1.11575, 5.63701], [-2.33259, 2.29653, 4.71084], [-3.38328, 1.39054, 2.65632], [2.11707, 0.91102, 2.22882], [1.12844, 1.34561, 1.74290], [0.25577, 0.47608, 1.04589], [0.65157, 2.73863, 1.75350], [1.40531, 3.66215, 2.47423], [1.01570, 4.98988, 2.49922], [-0.11572, 5.39473, 1.80084], [-0.86482, 4.47406, 1.07865], [-0.48297, 3.14242, 1.05560], [2.28630, 3.32636, 3.00388], [1.59417, 5.71096, 3.06033], [-0.41266, 6.43513, 1.81681], [-1.74394, 4.79722, 0.53726], [-1.06384, 2.41411, 0.50455]], "forces_ev_per_angstrom": [[-1.0, -0.8, -0.3], [0.1, 0.0, -0.1], [-0.1, 0.0, -0.1], [0.2, 0.0, 0.0], [0.1, 0.0, 0.1], [0.4, -0.3, -0.5], [-0.4, 0.1, 0.0], [0.0, 0.0, -0.2], [0.1, 0.0, 0.1], [0.0, 0.0, -0.1], [0.0, 0.0, 0.1], [0.1, -0.1, 0.0], [-0.1, 0.0, 0.0], [0.1, 0.0, 0.0], [0.0, 0.0, 0.0], [0.1, 0.0, 0.2], [0.0, 0.0, -0.1], [0.0, -0.1, 0.0], [0.1, -0.1, -0.1], [0.1, 0.3, -0.1], [-0.2, -0.3, 0.1], [-0.1, 0.1, 0.0], [0.1, 0.0, 0.0], [0.0, 0.1, -0.1], [0.0, 0.0, 0.0], [0.1, 0.1, -0.1], [0.0, 0.0, 0.0], [0.0, 0.0, 0.0], [0.0, 0.0, 0.0], [0.1, 0.0, 0.0], [0.0, 0.0, -0.1], [0.0, 0.0, 0.0], [0.0, 0.0, 0.0], [0.0, 0.0, 0.0], [0.0, 0.0, 0.1], [0.0, 0.0, 0.0], [0.0, 0.0, 0.0], [0.0, 0.0, 0.0], [0.0, 0.0, 0.0], [0.0, 0.0, 0.0], [0.0, 0.0, 0.0], [0.0, 0.0, 0.0], [0.0, 0.0, 0.0], [0.0, -0.1, 0.0], [0.0, 0.1, -0.1], [0.1, 0.1, 0.1], [-0.2, 0.1, 0.0], [0.0, -0.1, 0.2], [0.0, 0.1, -0.1], [0.0, 0.0, -0.1], [0.1, -0.1, 0.0], [0.1, -0.1, 0.0], [0.0, 0.0, 0.0], [0.0, 0.0, 0.0], [0.0, 0.0, 0.0], [-0.1, 0.0, 0.0], [0.0, 0.1, 0.0], [0.0, 0.0, 0.0], [0.0, 0.0, 0.0], [0.0, 0.0, 0.0], [0.0, 0.0, 0.0], [0.0, 0.0, 0.0], [0.1, -0.1, 0.1], [-0.3, -0.4, -0.4], [0.9, 1.0, 1.2], [0.1, 0.1, 0.0], [0.0, 0.1, 0.0], [0.0, 0.0, 0.0], [0.0, 0.0, 0.0], [0.1, 0.0, 0.0], [-0.1, 0.0, 0.0], [0.0, 0.0, 0.0], [0.0, 0.0, 0.0], [0.0, 0.0, 0.0], [0.0, 0.0, 0.0], [0.0, 0.0, 0.0]], "lowdin_charge": [1.07, -0.04, -0.23, -0.11, -0.13, -0.10, -0.13, -0.12, 0.12, -0.13, 0.15, -0.12, 0.16, -0.12, 0.16, -0.14, 0.11, -0.15, -0.19, -0.09, -0.13, -0.12, 0.10, -0.13, 0.15, -0.13, 0.16, -0.13, 0.15, -0.11, 0.07, 0.11, 0.09, 0.08, 0.12, 0.14, 0.13, 0.13, 0.14, 0.11, 0.13, 0.13, 0.09, -0.25, -0.04, -0.10, -0.09, -0.20, 0.10, 0.10, -0.24, 0.00, -0.03, -0.04, -0.12, 0.11, 0.12, 0.15, 0.13, 0.12, 0.11, 0.11, 0.18, -0.42, -0.19, -0.14, 0.01, -0.05, -0.05, -0.05, -0.02, 0.13, 0.11, 0.11, 0.11, 0.09]}